# 1
Computed, not measured: a single C3H4OS2 molecule at a distorted geometry, with ωB97M-V with the def2-TZVPD basis set.

Computed properties:
* multiplicity: 1
* electronic energy: -988.22830 a.u.
* LUMO energy: -0.3 eV
* SMILES string: C=COC(=S)S
* HOMO: -9.394 eV
* energy above the lowest of the compared OMol25 structures with the same formula, charge and spin: 65.20 kcal/mol
* Kohn-Sham gap: 0.3354 Ha

The geometry in XYZ format:
```
10
Properties=species:S:1:pos:R:3:forces:R:3:nbo_charge:R:1
S 2.94323 1.13210 0.05682 0.449 -0.230 0.061 0.07
S 2.67908 -1.87271 -0.00715 -3.900 -1.023 -0.608 0.19
O 0.53564 -0.13728 -0.39815 3.581 -0.476 0.446 -0.55
C 2.15006 -0.23992 -0.10814 -3.078 1.308 -0.553 -0.11
C -0.44707 1.73307 0.61809 0.705 -0.696 1.939 -0.43
C 0.18253 1.20329 -0.41480 -0.415 -0.399 1.131 0.12
H -0.54606 1.15946 1.55860 -0.191 -0.180 -0.846 0.20
H 0.48587 1.80094 -1.23323 0.270 0.206 -1.005 0.18
H -0.56137 2.77145 0.86094 -0.423 0.541 -0.972 0.21
H 3.89141 -1.63416 0.15448 3.002 0.951 0.406 0.13
```
Positions in Å, forces in eV/Å.

# 2
Computed, not measured: a single C15H22Cl3N3O3S molecule, with ωB97M-V with the def2-TZVPD basis set.

Computed properties:
* multiplicity: 1
* electronic energy: -2753.56774 a.u.
* LUMO energy: 0.2 eV
* SMILES string: CCCCCCC(=O)N[C@H](Nc1ccc(S(N)(=O)=O)cc1)C(Cl)(Cl)Cl
* HOMO: -8.702 eV
* energy above the lowest of the compared OMol25 structures with the same formula, charge and spin: 3.01 kcal/mol
* Kohn-Sham gap: 0.3275 Ha

The geometry in XYZ format:
```
47
Properties=species:S:1:pos:R:3:forces:R:3:nbo_charge:R:1
Cl 5.82005 0.15486 0.89665 -0.124 0.127 -0.008 0.05
Cl 5.23221 2.98163 0.66189 0.017 -0.108 0.037 0.05
Cl 5.01642 1.25818 -1.64625 0.011 -0.018 -0.127 0.00
S -3.39614 2.39180 0.48561 -0.274 -0.506 -0.429 2.30
O -3.80195 1.79670 1.72710 0.334 -0.156 -0.087 -0.94
O 2.45521 -0.94376 2.14191 -0.138 -0.046 0.597 -0.63
O -3.87462 3.69816 0.14087 0.211 -0.020 -0.278 -0.94
N 2.48764 2.08355 -0.14627 0.115 0.247 -0.271 -0.61
N -3.84778 1.35887 -0.77539 0.261 0.569 0.511 -1.08
N 2.95110 -0.26252 0.05787 0.162 0.189 -0.071 -0.65
C -2.43787 -2.44674 -1.00570 -0.028 0.145 0.236 -0.40
C 0.44950 -2.42996 0.28711 0.135 0.114 -0.287 -0.39
C -0.88199 1.66814 1.29809 -0.082 0.022 0.034 -0.16
C 3.30750 1.07724 0.46122 -0.350 -0.218 0.167 0.02
C 0.48988 1.57206 1.15805 0.134 0.054 -0.102 -0.25
C 0.34454 2.83736 -0.89101 -0.133 -0.019 0.027 -0.25
C -2.93108 -3.17489 0.24036 0.012 -0.027 -0.261 -0.60
C -0.07143 -1.44807 -0.76029 -0.242 0.015 0.300 -0.41
C 2.48951 -1.18301 0.95736 0.206 -0.122 -0.585 0.71
C -1.58159 -1.21290 -0.68760 0.175 -0.124 -0.394 -0.39
C 4.77949 1.35835 0.11936 0.275 0.101 0.224 -0.08
C -1.62830 2.33384 0.34763 -0.609 0.028 0.284 -0.38
C 1.11803 2.14587 0.04911 -0.112 -0.004 0.164 0.19
C 1.98547 -2.46710 0.34532 -0.261 -0.093 0.289 -0.49
C -1.02280 2.93238 -0.74036 0.205 0.039 -0.103 -0.15
H 1.05817 1.04045 1.90323 0.099 -0.098 0.101 0.23
H 2.78722 2.37134 -1.06861 -0.027 -0.040 0.102 0.39
H -3.53265 -2.50808 0.85431 -0.066 0.043 0.119 0.20
H -2.10231 -3.53436 0.84313 0.073 -0.050 0.133 0.20
H -3.54567 -4.02821 -0.03909 -0.069 -0.104 0.076 0.21
H 0.41447 -0.48051 -0.61689 0.041 -0.018 -0.088 0.21
H 0.07547 -2.14436 1.27165 -0.045 -0.084 0.080 0.21
H 0.83131 3.29492 -1.73987 0.031 0.069 -0.106 0.21
H -1.38910 1.23012 2.14266 0.007 -0.098 0.142 0.25
H 2.40107 -2.62125 -0.65090 0.043 -0.035 -0.047 0.20
H -1.86828 -3.13725 -1.63125 -0.011 -0.015 -0.121 0.19
H 2.29499 -3.28820 0.99300 0.112 0.060 -0.043 0.24
H -3.30971 -2.13451 -1.58482 0.008 -0.058 -0.093 0.20
H -4.18710 0.47955 -0.41954 -0.020 -0.192 0.163 0.40
H 0.08923 -3.43385 0.06024 -0.055 -0.049 0.087 0.21
H -1.63276 3.46191 -1.45365 0.009 0.106 -0.182 0.24
H -1.83313 -0.84231 0.30761 -0.045 0.091 0.094 0.19
H 3.19757 1.09994 1.55554 0.192 0.019 -0.294 0.27
H -4.53250 1.79655 -1.37088 -0.150 0.222 -0.058 0.40
H 2.96610 -0.47619 -0.92741 -0.069 -0.031 0.076 0.41
H -1.82279 -0.41483 -1.39270 -0.014 0.046 0.075 0.22
H 0.18938 -1.81089 -1.75843 0.056 0.026 -0.083 0.19
```
Positions in Å, forces in eV/Å.

# 3
Computed, not measured: a molecular structure, C37H50N3O3P2PtS3 at a distorted geometry, with ωB97M-V with the def2-TZVPD basis set.

Computed properties:
* multiplicity: 1
* total charge: +1
* electronic energy: -3826.38201 a.u.
* LUMO energy: -3.0 eV
* HOMO: -10.546 eV
* energy above the lowest of the compared OMol25 structures with the same formula, charge and spin: 0.21 kcal/mol
* Kohn-Sham gap: 0.2765 Ha

The geometry in XYZ format:
```
99
Properties=species:S:1:pos:R:3:forces:R:3:mulliken_charge:R:1
Pt -0.15093 -0.54153 -0.02595 0.524 -0.725 0.100 2.90
S 3.50332 -1.33004 -2.86255 -0.053 0.043 0.019 0.04
S 0.03034 -2.87487 0.70962 0.068 0.294 -0.016 0.17
S 4.11848 -0.57607 1.34145 0.007 0.030 0.016 -0.11
P -1.84828 0.13294 1.26137 -0.449 0.296 -0.275 0.61
P 0.26388 1.56545 -0.61294 -0.095 0.892 0.680 -0.65
O 1.02923 0.82333 2.64167 -0.137 0.113 0.066 -0.30
O 1.79398 -0.82647 -0.66538 -0.065 -0.203 -0.377 -0.89
O -0.82155 -2.25479 -2.51370 -0.041 0.093 -0.179 -0.22
N 1.71980 -0.76987 4.06948 -0.145 0.087 0.084 -0.12
N -2.11866 2.54619 2.49715 -0.076 0.068 -0.028 -0.41
N -0.42569 3.86713 0.69072 0.004 0.014 0.031 -0.09
C -2.15761 -2.92052 -4.34932 -0.002 0.015 -0.024 -0.70
C 5.31369 -3.10811 -2.61195 -0.049 0.009 0.004 -0.85
C 2.44385 -2.03548 -0.36740 -0.111 0.101 -0.029 2.24
C -0.69008 2.59332 0.58484 0.062 -0.108 -0.093 0.06
C 0.72087 3.59289 -2.43955 -0.005 -0.022 -0.065 -1.80
C -2.18744 -2.39737 -2.92211 0.041 -0.005 0.086 -0.06
C 3.30571 -2.92062 1.92000 0.096 -0.042 0.026 -0.60
C 1.27000 -4.27594 -1.01825 -0.134 -0.035 -0.032 -0.79
C 2.00574 1.55461 4.70712 -0.031 -0.017 0.011 -1.69
C -1.56803 1.93143 1.48671 -0.009 -0.115 -0.030 -0.20
C -3.74807 0.53506 -0.69107 0.026 0.102 -0.054 -1.08
C -0.00322 -4.91988 -0.79483 0.107 0.052 -0.017 -1.11
C -0.01142 2.25146 -2.30978 0.113 -0.197 -0.131 2.37
C 0.03323 -2.40476 -3.66062 -0.026 -0.067 0.114 -0.11
C -3.60796 -0.06963 0.69705 0.054 -0.146 0.139 2.13
C -1.84975 3.87082 2.63495 -0.069 -0.065 0.096 0.18
C -0.87040 -2.28845 -4.87583 -0.001 -0.027 -0.008 -0.66
C -1.01073 4.53839 1.71710 0.080 0.077 -0.098 0.24
C 1.41606 -3.13960 -0.31438 0.124 -0.198 -0.024 -0.97
C -2.13879 5.91353 3.86253 0.026 0.059 -0.031 -0.63
C 4.88433 -2.13726 -3.46351 0.035 -0.031 0.001 -0.65
C -0.80575 -4.24435 0.04780 -0.183 0.063 0.019 -0.70
C 0.58126 1.23310 -3.28897 0.024 -0.012 0.004 -1.82
C 3.17654 -1.95704 0.96207 -0.134 -0.027 0.088 0.41
C 4.70227 -1.29413 2.78148 0.057 -0.041 -0.046 -0.38
C -1.48946 2.44943 -2.62725 -0.016 0.053 0.090 -1.46
C -1.29450 6.58484 2.94049 -0.046 -0.019 0.052 -0.55
C 1.95713 1.99380 -0.15255 0.012 -0.029 -0.034 -1.06
C -1.86214 -0.52887 2.94882 0.107 -0.036 0.064 -1.24
C -3.84568 -1.58329 0.61840 0.034 -0.032 -0.004 -1.69
C 1.54681 0.52161 3.70948 0.092 -0.059 -0.014 0.61
C 3.46772 -2.30867 -1.45557 0.139 0.109 0.125 -0.91
C -2.41353 4.58710 3.71828 0.018 -0.042 -0.026 -0.40
C 4.19295 -2.54132 2.96935 0.028 -0.010 -0.048 -0.98
C -4.61418 0.57727 1.65558 -0.042 -0.018 0.011 -1.77
C 4.50325 -3.19405 -1.44676 -0.060 -0.138 -0.050 -0.27
C -0.74156 5.91777 1.88927 0.001 -0.037 -0.015 -0.64
H -2.69085 -3.06972 -2.22420 -0.006 -0.012 0.000 0.27
H 5.31496 -1.84852 -4.40869 -0.006 0.000 -0.003 0.50
H -4.79654 -0.03994 2.53558 0.028 0.019 0.014 0.44
H -1.48537 -1.55043 2.96620 -0.008 0.003 -0.011 0.27
H -2.07055 -4.00881 -4.35618 -0.013 0.000 0.002 0.31
H 4.44071 -3.17106 3.81168 0.004 -0.004 0.005 0.46
H -5.56973 0.68865 1.13858 -0.008 -0.047 0.003 0.49
H -3.04673 -2.64199 -4.91254 0.004 -0.011 -0.010 0.41
H -4.70585 0.24049 -1.12594 -0.006 0.023 0.018 0.68
H -1.08925 7.63745 3.08171 -0.006 0.002 -0.002 0.42
H -1.03838 -1.24172 -5.14102 0.011 0.006 0.019 0.22
H 2.67237 1.54204 -0.83696 -0.041 0.000 -0.049 0.29
H 6.17571 -3.73175 -2.79666 0.008 0.007 -0.005 0.45
H 1.60726 -1.47709 3.35866 0.048 0.001 -0.035 0.12
H -1.97579 3.12974 -1.92558 -0.006 -0.001 0.009 0.25
H 1.80007 3.47926 -2.35093 0.004 -0.003 -0.015 0.36
H -2.87778 -0.50824 3.33701 0.021 0.007 0.051 0.42
H -1.56568 2.88926 -3.62390 -0.019 0.002 0.006 0.62
H -2.02916 1.50698 -2.64226 -0.039 -0.079 0.017 0.07
H -0.29134 -5.85405 -1.25565 0.011 0.000 -0.005 0.48
H 0.38208 4.32213 -1.70530 -0.017 0.000 0.007 0.29
H 3.05746 1.40790 4.95647 0.001 0.001 -0.003 0.42
H -3.12723 -2.06199 -0.05177 -0.011 0.005 -0.043 0.04
H 0.81814 -1.65464 -3.60347 0.008 0.006 -0.018 -0.24
H 0.50733 -3.39106 -3.62354 0.016 -0.034 0.013 0.36
H -3.05474 4.05367 4.40704 0.003 -0.005 0.000 0.48
H -3.77476 -2.05869 1.59927 -0.004 0.011 0.002 0.33
H -0.08900 6.40571 1.17787 -0.006 -0.004 -0.008 0.48
H 0.49947 1.62471 -4.30574 0.002 0.013 0.007 0.64
H 2.28004 -1.00301 4.87032 0.020 -0.010 -0.030 0.29
H 2.81786 -3.88439 1.86037 0.001 0.000 -0.006 0.60
H 1.86623 2.54421 4.28293 0.000 0.008 0.004 0.33
H 1.42737 1.47041 5.62844 0.007 0.005 0.003 0.39
H 2.04684 3.07853 -0.14191 0.028 0.004 0.024 0.67
H -4.84893 -1.77429 0.23131 -0.003 0.009 0.008 0.59
H -1.22906 0.09388 3.57527 0.045 -0.024 -0.017 0.31
H -0.46140 -2.80236 -5.74404 -0.004 0.021 -0.015 0.45
H 0.51082 3.98146 -3.43857 0.016 0.032 0.013 0.53
H -1.78689 -4.50989 0.40698 0.011 -0.008 0.008 0.61
H -2.67773 -1.41871 -2.87493 -0.019 -0.001 -0.001 -0.06
H 2.02194 -4.63592 -1.70543 -0.012 -0.004 -0.022 0.72
H 4.68442 -3.88318 -0.63269 0.019 0.029 0.019 0.57
H 1.63509 1.03099 -3.08713 -0.019 -0.015 0.006 0.34
H -2.95262 0.17873 -1.34312 0.015 -0.036 -0.067 -0.58
H -2.56650 6.46824 4.68691 0.002 -0.001 0.001 0.42
H 5.39680 -0.75986 3.41026 -0.011 0.008 0.012 0.54
H 0.03481 0.29111 -3.23500 0.002 -0.046 0.006 0.10
H 2.11642 1.58684 0.84455 0.001 0.039 -0.034 -0.19
H -4.29985 1.56438 1.99205 -0.014 0.004 -0.039 0.25
H -3.71751 1.62607 -0.65882 0.041 0.012 -0.013 0.37
```
Positions in Å, forces in eV/Å.